Below is a 13-piece molecular cluster, C4H36N2O12 overall at a distorted geometry, with properties calculated with ωB97M-V/def2-TZVPD.

**Frontier orbital gap**: 10.17 eV
**Largest force on an atom**: 3.70 eV/Å
**Multiplicity**: 1
**HOMO energy**: -15.40 eV
**Total charge**: +2

Last columns: bonded neighbours and bond lengths (Å).
Positions of all 54 atoms, in Å:
1 H 0.45 0.44 -5.31  O4 0.966
2 H 0.43 -3.26 -0.02  O32 0.981
3 O 3.36 2.60 2.26  H37 0.959, H47 0.959
4 O 0.36 0.25 -4.37  H1 0.966, H53 0.976
5 H -5.10 0.29 1.13  O42 0.966
6 O -1.95 3.43 0.83  H26 0.974, H46 0.965
7 O -3.08 0.67 -2.61  H19 0.963, H38 0.964
8 C 0.02 0.05 2.22  H14 1.127, C22 1.595, H35 1.119, C52 1.486
9 H -0.53 3.58 -3.02  O49 0.970
10 N -1.61 -1.39 1.01  H15 1.025, H21 1.053, C22 1.505, H34 1.038
11 H -0.44 4.68 -0.98  O39 0.961
12 H -1.73 -3.69 -2.77  O50 0.964
13 O -0.52 -4.65 0.93  H23 0.965, H28 0.971
14 H -0.32 0.85 1.50  C8 1.127
15 H -2.23 -2.20 0.91  N10 1.025
16 H -0.51 -2.93 -3.22  O50 0.967
17 O 1.12 0.58 -1.60  H31 0.964, H33 0.973
18 N 2.16 0.02 0.85  H27 1.048, H43 1.042, H51 1.010, C52 1.472
19 H -3.86 0.34 -3.07  O7 0.963
20 C 2.24 -0.27 3.28  H40 1.104, C52 1.363, H54 1.069
21 H -0.93 -1.55 0.22  N10 1.053
22 C -0.85 -1.29 2.31  C8 1.595, N10 1.505, H44 1.085, H45 1.107
23 H -1.45 -4.91 0.93  O13 0.965
24 H 0.52 -2.48 -1.24  O32 0.965
25 H 3.92 -1.86 1.96  O48 0.968
26 H -1.31 4.12 1.06  O6 0.974
27 H 1.59 0.63 0.22  N18 1.048
28 H -0.09 -5.50 1.13  O13 0.971
29 H -0.52 2.13 -2.55  O49 0.963
30 H 5.08 -1.61 1.06  O48 0.968
31 H 0.66 -0.24 -1.82  O17 0.964
32 O 0.58 -2.33 -0.28  H2 0.981, H24 0.965
33 H 1.66 0.63 -2.41  O17 0.973
34 H -2.25 -0.60 0.83  N10 1.038
35 H -0.37 0.76 2.99  C8 1.119
36 H -4.87 -0.46 -0.13  O42 0.968
37 H 2.98 3.37 2.69  O3 0.959
38 H -3.21 1.61 -2.47  O7 0.964
39 O 0.16 4.04 -0.60  H11 0.961, H41 0.960
40 H 3.33 -0.09 3.18  C20 1.104
41 H -0.30 3.20 -0.51  O39 0.960
42 O -4.42 -0.24 0.70  H5 0.966, H36 0.968
43 H 2.99 0.63 1.01  N18 1.042
44 H -1.50 -1.23 3.18  C22 1.085
45 H -0.13 -2.13 2.23  C22 1.107
46 H -2.82 3.73 1.12  O6 0.965
47 H 4.09 2.79 1.66  O3 0.959
48 O 4.25 -1.19 1.35  H25 0.968, H30 0.968
49 O -0.96 2.72 -3.17  H9 0.970, H29 0.963
50 O -1.11 -3.01 -2.47  H12 0.964, H16 0.967
51 H 2.20 -0.87 0.36  N18 1.010
52 C 1.49 -0.12 2.15  C8 1.486, N18 1.472, C20 1.363
53 H -0.47 -0.27 -4.29  O4 0.976
54 H 1.82 -0.53 4.23  C20 1.069